1.
{"formula": "C7H23Br2CuN7O4", "method": "ωB97M-V with the def2-TZVPD basis set", "e_homo_ev": [-11.9, -11.8], "total_energy_ha": -7753.04572, "multiplicity": 3, "charge": 1, "fmax_ev_per_a": 12.03, "orbital_gap_ev": [9.363, 5.132], "molar_mass_g_mol": 492.66, "symbols": ["Cu", "Br", "Br", "C", "O", "N", "N", "H", "H", "H", "H", "C", "O", "N", "N", "H", "H", "H", "H", "C", "O", "N", "N", "H", "H", "H", "H", "C", "C", "C", "O", "C", "N", "H", "H", "H", "H", "H", "H", "H", "H", "H", "H", "H"], "positions_angstrom": [[-1.078, 0.311, -1.007], [-2.569, 2.522, -1.041], [-2.987, -1.511, -1.418], [0.355, 0.161, -4.015], [-0.480, 0.410, -3.162], [0.628, -0.958, -4.550], [0.988, 1.048, -4.544], [-0.029, -1.676, -4.280], [1.241, -0.968, -5.353], [0.851, 1.957, -4.127], [1.865, 0.866, -5.012], [2.066, 1.905, -0.881], [0.893, 1.586, -0.998], [2.927, 1.612, -0.002], [2.712, 2.534, -1.901], [3.910, 1.787, -0.153], [2.678, 0.963, 0.731], [3.714, 2.574, -2.025], [2.173, 2.763, -2.724], [0.956, -2.426, -0.963], [0.547, -1.294, -1.027], [0.543, -3.552, -1.558], [1.947, -2.742, -0.187], [-0.229, -3.448, -2.200], [0.782, -4.418, -1.095], [2.492, -2.028, 0.276], [2.036, -3.718, 0.056], [-2.863, -0.065, 1.974], [-1.389, 0.378, 2.249], [-0.870, 0.037, 3.685], [-1.775, 0.124, 4.820], [-2.193, 1.416, 5.166], [-0.687, -0.283, 1.186], [-3.318, 0.395, 1.096], [-3.534, 0.159, 2.803], [-3.007, -1.140, 1.865], [-1.321, 1.455, 2.095], [0.001, 0.666, 3.870], [-0.404, -0.946, 3.624], [-1.361, 2.089, 5.375], [-2.703, 1.227, 6.111], [-2.901, 1.757, 4.411], [0.306, -0.304, 1.369], [-0.912, -1.229, 1.461]], "lowdin_spin": [0.677, 0.907, 0.335, 0.002, 0.014, 0.000, 0.000, 0.000, 0.000, 0.000, 0.000, 0.001, 0.014, 0.000, 0.000, 0.000, 0.000, 0.000, 0.000, 0.000, -0.001, 0.000, 0.000, 0.000, 0.000, 0.000, 0.000, 0.000, 0.002, 0.003, 0.001, 0.000, 0.041, 0.001, 0.000, 0.000, 0.000, 0.000, 0.000, 0.000, 0.000, 0.000, 0.001, 0.000]}

2.
{"formula": "C7H23HgO7", "method": "ωB97M-V with the def2-TZVPD basis set", "e_homo_ev": -12.3, "total_energy_ha": -960.31449, "multiplicity": 1, "charge": 1, "relative_energy_ev": 0.000, "fmax_ev_per_a": 1.11, "orbital_gap_ev": 9.119, "molar_mass_g_mol": 419.84, "symbols": ["Hg", "C", "C", "O", "O", "H", "H", "H", "C", "O", "H", "H", "H", "H", "C", "O", "H", "H", "H", "H", "C", "O", "H", "H", "H", "H", "C", "O", "H", "H", "H", "H", "C", "O", "H", "H", "H", "H"], "positions_angstrom": [[0.175, 0.122, -0.031], [3.313, -0.054, 2.796], [2.213, -0.119, 1.759], [2.460, 0.230, 0.572], [1.062, -0.484, 2.120], [3.072, 0.675, 3.565], [4.271, 0.216, 2.353], [3.458, -1.041, 3.235], [-0.186, -3.344, -0.407], [0.520, -2.130, -0.687], [-1.106, -3.402, -0.999], [0.421, -4.216, -0.666], [-0.402, -3.410, 0.654], [0.912, -2.209, -1.564], [-1.514, 0.130, -3.104], [-1.581, 0.337, -1.687], [-1.243, -0.903, -3.339], [-2.480, 0.297, -3.580], [-0.783, 0.793, -3.561], [-2.458, 0.676, -1.489], [-1.552, 2.724, 1.185], [-0.217, 2.216, 1.153], [-2.187, 2.088, 1.806], [-1.570, 3.719, 1.630], [-1.938, 2.768, 0.171], [0.286, 2.496, 1.925], [-2.276, -1.182, 2.240], [-1.853, -0.865, 0.904], [-2.921, -0.403, 2.647], [-2.766, -2.152, 2.295], [-1.370, -1.213, 2.845], [-2.552, -1.102, 0.286], [1.908, 1.227, -2.751], [1.099, 1.720, -1.686], [1.495, 0.291, -3.132], [1.910, 1.904, -3.609], [2.928, 1.023, -2.422], [1.454, 2.579, -1.428]], "nbo_charge": [1.616, -0.720, 0.779, -0.779, -0.786, 0.236, 0.232, 0.242, -0.253, -0.772, 0.169, 0.195, 0.207, 0.492, -0.259, -0.780, 0.183, 0.200, 0.193, 0.501, -0.253, -0.777, 0.177, 0.197, 0.181, 0.508, -0.262, -0.780, 0.178, 0.188, 0.222, 0.487, -0.262, -0.765, 0.170, 0.189, 0.202, 0.502]}

3.
{"formula": "C7H23N4O8P3PdS2", "method": "ωB97M-V with the def2-TZVPD basis set", "e_homo_ev": [-14.1, -14.1], "total_energy_ha": -3049.57955, "multiplicity": 3, "charge": 2, "relative_energy_ev": 0.404, "fmax_ev_per_a": 1.61, "orbital_gap_ev": [9.354, 6.864], "molar_mass_g_mol": 554.76, "symbols": ["Pd", "N", "C", "C", "P", "O", "O", "O", "P", "O", "O", "O", "H", "H", "H", "H", "H", "H", "H", "H", "N", "C", "P", "O", "O", "C", "N", "H", "H", "H", "H", "H", "H", "H", "H", "H", "H", "S", "C", "N", "C", "C", "S", "H", "H", "H", "H", "H"], "positions_angstrom": [[0.750, 0.120, 0.752], [-0.466, 2.755, -2.281], [-0.078, 1.268, -2.294], [-0.168, 0.678, -3.702], [1.625, 1.213, -1.561], [2.391, 2.033, -2.689], [1.522, 2.017, -0.276], [2.126, -0.192, -1.407], [-1.236, 0.437, -1.092], [-2.590, 0.807, -1.863], [-1.148, 1.228, 0.206], [-0.932, -1.018, -1.033], [-0.258, 3.138, -1.354], [-1.461, 2.867, -2.460], [0.063, 3.281, -2.973], [0.607, 1.084, -4.357], [-1.150, 0.862, -4.141], [-0.032, -0.402, -3.643], [3.368, 1.952, -2.702], [-3.389, 0.296, -1.617], [-1.664, -4.905, 1.326], [-1.438, -3.540, 0.693], [0.391, -3.288, 0.698], [0.860, -4.603, 1.262], [0.791, -2.007, 1.377], [0.960, -3.192, -1.046], [2.382, -2.645, -1.098], [-2.228, -4.868, 2.166], [-0.667, -5.233, 1.559], [-2.080, -5.575, 0.690], [-1.898, -2.763, 1.296], [-1.863, -3.499, -0.307], [0.325, -2.524, -1.623], [0.960, -4.193, -1.462], [2.355, -1.625, -1.213], [2.902, -3.026, -1.880], [2.902, -2.847, -0.254], [0.981, 0.324, 3.127], [0.271, 1.853, 3.419], [0.345, 2.892, 2.633], [-0.399, 4.099, 3.011], [-0.823, 3.919, 4.473], [-0.614, 2.150, 4.858], [0.793, 2.817, 1.738], [-1.260, 4.219, 2.359], [0.244, 4.967, 2.900], [-1.864, 4.178, 4.628], [-0.209, 4.491, 5.158]], "lowdin_spin": [1.375, 0.000, -0.001, 0.000, 0.006, 0.005, 0.071, 0.023, 0.006, 0.006, 0.099, 0.016, 0.000, 0.000, 0.000, 0.000, 0.000, 0.000, 0.000, 0.000, 0.000, 0.001, 0.008, 0.007, 0.073, -0.001, 0.000, 0.000, 0.000, 0.000, 0.000, 0.000, 0.000, 0.000, 0.000, 0.000, 0.000, 0.238, 0.036, 0.011, 0.001, 0.003, 0.017, 0.000, 0.000, 0.001, 0.001, 0.000]}

4.
{"formula": "C7H23N7O4Pb", "method": "ωB97M-V with the def2-TZVPD basis set", "e_homo_ev": -14.2, "total_energy_ha": -1156.91248, "multiplicity": 1, "charge": 2, "relative_energy_ev": 9.735, "fmax_ev_per_a": 10.50, "orbital_gap_ev": 3.480, "molar_mass_g_mol": 476.51, "symbols": ["Pb", "C", "O", "N", "N", "H", "H", "H", "H", "C", "O", "N", "N", "H", "H", "H", "H", "C", "O", "N", "N", "H", "H", "H", "H", "C", "C", "C", "O", "C", "N", "H", "H", "H", "H", "H", "H", "H", "H", "H", "H", "H"], "positions_angstrom": [[0.173, 0.677, 2.227], [1.512, -3.418, -1.404], [1.161, -2.398, -0.962], [0.787, -4.480, -1.290], [2.454, -3.687, -2.277], [0.942, -5.308, -1.846], [-0.015, -4.497, -0.676], [2.546, -4.661, -2.526], [2.921, -2.892, -2.690], [-4.863, 1.969, 0.252], [-3.917, 1.581, 0.839], [-5.251, 1.420, -0.824], [-5.621, 2.807, 0.706], [-5.994, 1.789, -1.402], [-4.621, 0.768, -1.269], [-6.509, 2.922, 0.238], [-5.556, 3.011, 1.694], [-3.254, -4.107, 1.945], [-2.471, -3.209, 2.219], [-4.036, -4.028, 0.907], [-3.211, -5.283, 2.559], [-4.676, -4.780, 0.694], [-4.136, -3.135, 0.445], [-3.840, -6.025, 2.287], [-2.498, -5.335, 3.272], [2.896, 4.795, 0.384], [2.792, 3.784, -0.704], [3.921, 2.745, -0.623], [3.753, 1.771, 0.460], [4.831, 0.802, 0.534], [1.551, 3.108, -0.607], [1.970, 5.161, 0.829], [3.331, 5.697, -0.047], [3.611, 4.407, 1.109], [2.766, 4.391, -1.609], [4.843, 3.321, -0.549], [4.003, 2.287, -1.608], [5.801, 1.300, 0.539], [4.745, 0.148, -0.334], [4.833, 0.186, 1.433], [0.744, 3.686, -0.791], [1.581, 2.706, -1.533]], "nbo_charge": [1.815, 0.757, -0.706, -0.816, -0.822, 0.385, 0.401, 0.400, 0.409, 0.730, -0.749, -0.798, -0.764, 0.393, 0.401, 0.390, 0.412, 0.761, -0.744, -0.811, -0.823, 0.395, 0.410, 0.402, 0.419, -0.632, -0.099, -0.072, -0.579, -0.256, -0.804, 0.216, 0.238, 0.223, 0.215, 0.200, 0.183, 0.194, 0.184, 0.193, 0.374, 0.372]}

5.
{"formula": "C7H23NO3", "method": "ωB97M-V with the def2-TZVPD basis set", "e_homo_ev": -8.6, "total_energy_ha": -560.85192, "multiplicity": 1, "charge": 0, "relative_energy_ev": 3.205, "fmax_ev_per_a": 6.31, "orbital_gap_ev": 9.150, "molar_mass_g_mol": 169.26, "smiles": "CCCN(C)C(C)C.O.O.O", "symbols": ["C", "C", "C", "N", "C", "C", "C", "C", "H", "H", "H", "H", "H", "H", "H", "H", "H", "H", "H", "H", "H", "H", "H", "H", "H", "H", "H", "O", "H", "H", "O", "H", "H", "O"], "positions_angstrom": [[-0.109, -1.756, 1.480], [-1.183, -1.700, 2.706], [-0.231, -0.536, 0.429], [0.147, -1.135, -0.912], [-0.955, -2.188, -1.155], [-0.620, 1.066, -1.796], [0.237, -0.232, -2.029], [1.786, 0.288, -2.301], [0.887, -1.771, 1.771], [-0.225, -2.666, 0.967], [-0.664, -1.237, 3.576], [-2.182, -1.307, 2.242], [-1.423, -2.712, 2.804], [-1.136, -0.137, 0.521], [0.501, 0.314, 0.626], [-0.767, -3.171, -0.775], [-0.976, -2.487, -2.281], [-1.938, -1.934, -0.721], [-0.597, 1.735, -2.712], [-0.195, 1.778, -1.023], [-1.560, 0.947, -1.384], [0.047, -0.699, -2.942], [2.330, 0.147, -1.450], [1.915, 1.325, -2.578], [2.171, -0.340, -3.146], [0.711, 1.292, 3.423], [0.505, 1.073, 1.951], [1.241, 1.151, 2.576], [2.079, 1.955, -0.700], [2.427, 2.573, 0.665], [2.284, 2.820, -0.219], [-2.159, 2.851, 1.117], [-0.901, 2.490, 0.289], [-1.446, 2.203, 0.979]], "nbo_charge": [-0.393, -0.631, -0.201, -0.454, -0.432, -0.630, -0.022, -0.628, 0.210, 0.200, 0.221, 0.206, 0.208, 0.177, 0.166, 0.197, 0.202, 0.182, 0.219, 0.171, 0.212, 0.199, 0.201, 0.203, 0.215, 0.472, 0.475, -0.950, 0.473, 0.478, -0.950, 0.483, 0.475, -0.955]}

6.
{"formula": "C7H23NO3", "method": "ωB97M-V with the def2-TZVPD basis set", "e_homo_ev": [-14.9, -15.0], "total_energy_ha": -560.57028, "multiplicity": 2, "charge": 1, "relative_energy_ev": 1.642, "fmax_ev_per_a": 5.04, "orbital_gap_ev": [11.900, 6.708], "molar_mass_g_mol": 169.26, "symbols": ["C", "N", "C", "C", "C", "C", "C", "C", "H", "H", "H", "H", "H", "H", "H", "H", "H", "H", "H", "H", "H", "H", "H", "H", "H", "H", "H", "O", "H", "H", "O", "H", "H", "O"], "positions_angstrom": [[1.529, 1.245, 0.352], [0.926, -0.001, -0.175], [-0.384, 0.262, -0.799], [-1.450, -0.890, -0.538], [-1.386, -1.369, 0.967], [-2.689, -1.935, 1.473], [-0.156, -0.027, -2.360], [0.689, 2.046, 1.341], [1.708, 1.851, -0.561], [2.554, 0.931, 0.643], [0.852, -0.702, 0.588], [-0.771, 1.267, -0.792], [-2.412, -0.598, -0.949], [-1.156, -1.853, -1.057], [-0.508, -2.064, 1.099], [-1.185, -0.514, 1.582], [-3.280, -2.411, 0.666], [-2.559, -2.497, 2.378], [-3.378, -1.095, 1.634], [0.609, 0.717, -2.572], [-0.953, 0.189, -2.971], [0.212, -1.026, -2.450], [0.954, 1.640, 2.308], [0.898, 3.111, 1.444], [-0.375, 1.990, 1.193], [0.593, -0.835, 3.298], [1.826, -0.989, 2.272], [1.173, -1.446, 2.816], [0.249, 3.819, -1.766], [0.855, 2.397, -1.978], [0.850, 3.292, -2.343], [2.038, -1.633, -0.779], [1.786, -1.204, -2.286], [2.340, -1.670, -1.676]], "lowdin_spin": [0.045, 0.550, 0.089, 0.033, 0.008, 0.003, 0.086, 0.036, 0.011, 0.001, 0.018, 0.012, 0.002, 0.003, 0.000, 0.001, 0.001, 0.001, 0.000, 0.003, 0.004, 0.000, 0.001, 0.003, 0.001, 0.000, 0.000, 0.003, 0.000, 0.000, 0.002, 0.000, 0.001, 0.083]}